{"formula": "C33H46F3N8O3S3Ti", "method": "ωB97M-V with the def2-TZVPD basis set", "species": ["Ti", "C", "N", "C", "C", "N", "C", "C", "C", "C", "C", "C", "C", "S", "C", "C", "C", "C", "C", "C", "S", "H", "H", "H", "H", "H", "H", "H", "H", "H", "H", "H", "H", "H", "H", "H", "H", "H", "H", "C", "N", "C", "C", "N", "C", "C", "C", "C", "C", "C", "N", "C", "N", "C", "C", "N", "C", "C", "N", "C", "C", "H", "H", "H", "H", "H", "H", "H", "H", "H", "H", "H", "H", "H", "H", "H", "H", "H", "H", "H", "H", "H", "H", "H", "H", "H", "H", "H", "H", "F", "C", "F", "F", "S", "O", "O", "O"], "positions_angstrom": [[-0.279522, 0.162056, 1.724736], [1.916182, 1.894354, 3.055053], [1.766515, 1.207038, 1.756983], [1.790769, 2.179362, 0.650694], [0.547589, 3.051586, 0.585783], [-0.617968, 2.277578, 0.162297], [-0.533065, 1.965802, -1.263557], [-1.786573, 3.039289, 0.515647], [-2.420749, 3.903757, -0.361822], [-3.496253, 4.674945, 0.052792], [-3.927032, 4.603561, 1.369094], [-3.292662, 3.756275, 2.256141], [-2.221934, 2.958279, 1.849026], [-1.423185, 1.903198, 2.991927], [2.938896, 0.341391, 1.621164], [4.220984, 0.853411, 1.453805], [5.319732, 0.017784, 1.323598], [5.144620, -1.358387, 1.359508], [3.888310, -1.881606, 1.561719], [2.772772, -1.046270, 1.719440], [1.232767, -1.714227, 2.107879], [2.807399, 2.537449, 3.056561], [2.014107, 1.148428, 3.845837], [1.038635, 2.501978, 3.276543], [1.868304, 1.607686, -0.279104], [2.660480, 2.846853, 0.739262], [0.739365, 3.879916, -0.121836], [0.328265, 3.498756, 1.558976], [-0.175868, 2.819686, -1.860442], [-1.518187, 1.674914, -1.621906], [0.154326, 1.128072, -1.412453], [-2.079589, 3.994366, -1.383151], [-3.980300, 5.343819, -0.643419], [-4.756227, 5.211968, 1.698605], [-3.603906, 3.704225, 3.287564], [4.393132, 1.919352, 1.410650], [6.305798, 0.442319, 1.198077], [5.996608, -2.014591, 1.255591], [3.724877, -2.945451, 1.628779], [-4.438438, -1.545769, -1.257613], [-3.106886, -0.998963, -1.263648], [-2.404687, -1.111094, -2.512984], [-2.567127, -0.398108, -0.145865], [-1.283537, -0.529677, 0.145317], [-0.660601, -1.759208, -0.199984], [-1.265684, -2.926936, 0.273466], [-0.655923, -4.160544, 0.172092], [0.595881, -4.247859, -0.410977], [1.195054, -3.116785, -0.923417], [0.577707, -1.862125, -0.881389], [1.214673, -0.735462, -1.395858], [1.967493, -0.779364, -2.445538], [2.008249, -1.738090, -3.444608], [0.899960, -2.569661, -3.828859], [3.281362, -2.229582, -3.925021], [2.757851, 0.323257, -2.719691], [3.772624, 0.757006, -1.794414], [2.971349, 0.758432, -4.077865], [-3.400848, 0.449760, 0.568552], [-4.358097, 1.251393, -0.169368], [-3.935516, 0.064454, 1.869080], [-4.406649, -2.573794, -1.627650], [-5.115858, -0.971659, -1.898125], [-4.825861, -1.564883, -0.244673], [-2.307735, -2.157985, -2.819020], [-1.416830, -0.667335, -2.418294], [-2.963742, -0.574301, -3.290060], [-2.208271, -2.834349, 0.796280], [-1.137181, -5.033425, 0.584378], [1.109593, -5.195092, -0.454141], [2.199140, -3.178413, -1.319629], [0.906202, -2.661768, -4.919965], [0.956583, -3.574592, -3.397770], [-0.034515, -2.115098, -3.519201], [4.097051, -1.620634, -3.545552], [3.300442, -2.235679, -5.019270], [3.446188, -3.254989, -3.571206], [3.585811, 0.307141, -0.825644], [3.775536, 1.846950, -1.709228], [4.772738, 0.451984, -2.130696], [2.132981, 0.455961, -4.700136], [3.895920, 0.370597, -4.519642], [3.037648, 1.848824, -4.074790], [-3.949723, 1.525182, -1.139384], [-4.543240, 2.165126, 0.394636], [-5.320351, 0.744457, -0.311860], [-3.362807, -0.756396, 2.291418], [-4.983698, -0.247996, 1.770805], [-3.888931, 0.902307, 2.566200], [-1.336821, -2.934788, 5.851521], [-0.706122, -2.607988, 4.716357], [0.596458, -2.769303, 4.931725], [-1.086843, -3.495801, 3.789824], [-1.151882, -0.858950, 4.127484], [-2.292370, -0.507523, 4.906638], [0.053388, -0.081036, 4.260337], [-1.448521, -1.128747, 2.710881]], "forces_ev_per_angstrom": [[1.5, 1.6, 0.4], [0.0, 0.4, 0.6], [0.5, -0.1, 0.0], [-0.2, 0.5, -0.4], [0.6, 0.1, 0.2], [-0.1, -0.1, 0.0], [0.2, -0.1, -0.2], [-0.3, 0.2, 0.4], [0.1, 0.0, -0.1], [-0.1, 0.1, 0.1], [0.0, 0.1, -0.3], [0.2, -0.2, 0.0], [0.2, 0.0, -0.2], [-0.3, 0.8, 0.1], [0.4, -0.7, -0.1], [0.0, 0.1, 0.1], [0.0, 0.1, 0.0], [0.1, 0.1, 0.0], [-0.3, 0.1, 0.0], [0.1, 0.3, 0.0], [0.2, 0.0, -0.1], [0.0, -0.1, -0.1], [0.0, 0.1, -0.2], [0.1, -0.1, 0.0], [0.1, 0.1, 0.2], [-0.1, -0.2, 0.0], [-0.1, -0.2, 0.1], [0.1, -0.1, -0.1], [-0.1, 0.0, 0.1], [0.0, 0.0, -0.1], [-0.1, 0.2, 0.0], [0.0, 0.0, -0.1], [0.0, 0.0, -0.1], [-0.1, 0.1, 0.1], [-0.1, 0.0, 0.1], [-0.1, 0.1, 0.0], [0.0, 0.0, 0.0], [0.1, -0.1, 0.0], [0.0, -0.2, 0.0], [-0.2, 0.1, 0.0], [0.3, 0.6, 0.6], [0.2, -0.1, -0.1], [-0.1, 0.1, -0.7], [-1.7, -0.4, -1.2], [0.3, -1.1, -0.7], [0.1, 0.1, -0.1], [-0.1, 0.0, -0.1], [0.0, 0.0, 0.0], [-0.1, 0.1, 0.1], [-0.3, -0.4, -0.1], [0.0, 0.2, 0.0], [-0.3, 0.1, -0.2], [0.0, 0.0, 0.1], [-0.2, 0.0, 0.0], [0.1, 0.0, 0.0], [0.3, -0.1, -0.2], [0.0, 0.0, 0.2], [-0.1, 0.1, -0.1], [0.0, -0.7, -0.3], [-0.1, 0.1, -0.3], [0.0, -0.2, 0.5], [0.0, 0.0, 0.0], [0.0, 0.0, 0.0], [-0.1, 0.0, 0.1], [0.1, 0.0, 0.0], [0.0, 0.0, -0.1], [0.0, -0.1, 0.0], [0.0, 0.0, 0.1], [0.0, -0.1, 0.0], [0.1, -0.1, 0.0], [0.0, 0.0, -0.1], [-0.1, 0.0, 0.0], [0.0, 0.0, 0.0], [-0.1, 0.0, 0.0], [0.0, 0.0, 0.0], [0.1, 0.0, 0.0], [0.0, 0.0, 0.0], [0.0, 0.1, 0.0], [0.0, 0.0, 0.1], [0.0, 0.0, 0.0], [0.0, 0.0, -0.1], [0.1, 0.0, 0.0], [0.0, 0.0, -0.1], [0.0, 0.0, 0.0], [0.1, 0.0, 0.0], [0.0, 0.0, 0.0], [-0.2, 0.2, -0.1], [0.0, 0.0, -0.1], [0.0, -0.1, 0.0], [-0.1, 0.4, -0.1], [0.1, -0.3, 0.1], [-0.1, 0.2, 0.0], [0.0, 0.0, -0.1], [-0.3, -1.4, 2.4], [-0.1, -0.1, 0.1], [0.0, 0.4, 0.1], [-0.3, -0.8, -0.3]], "mulliken_spin": [0.82, 0.00, -0.06, 0.02, -0.02, 0.02, 0.02, 0.04, 0.00, 0.00, 0.00, 0.00, -0.01, -0.01, 0.10, 0.00, 0.00, 0.00, 0.01, -0.02, -0.04, 0.00, 0.00, 0.00, 0.03, 0.00, 0.00, 0.00, 0.00, 0.00, 0.03, 0.00, 0.00, 0.00, 0.00, 0.00, 0.00, 0.00, 0.00, 0.00, 0.01, 0.00, 0.06, -0.08, -0.04, 0.01, 0.00, 0.00, 0.00, 0.08, -0.04, 0.02, 0.00, 0.00, 0.00, 0.00, 0.00, 0.00, 0.01, 0.00, 0.01, 0.00, 0.00, 0.00, 0.00, 0.00, 0.00, 0.00, 0.00, 0.00, 0.00, 0.00, 0.00, 0.00, 0.00, 0.00, 0.00, 0.00, 0.00, 0.00, 0.00, 0.00, 0.00, 0.00, 0.00, 0.00, 0.00, 0.00, 0.00, 0.00, 0.01, 0.00, 0.00, -0.02, 0.00, 0.01, 0.01], "homo_lumo_gap_ha": [0.260, 0.261], "multiplicity": 2, "total_energy_ev": -116806.19926, "de_lowest_kcal_mol": 42.8, "homo_ev": [-6.810, -6.820]}



{"formula": "C33H46FHfN2O2SeSi", "method": "ωB97M-V with the def2-TZVPD basis set", "species": ["Hf", "C", "C", "C", "C", "C", "C", "C", "C", "C", "C", "C", "C", "N", "C", "C", "C", "C", "C", "C", "F", "H", "H", "H", "H", "H", "H", "H", "H", "H", "H", "H", "H", "H", "H", "H", "H", "H", "H", "H", "H", "H", "C", "O", "C", "C", "O", "C", "H", "H", "H", "H", "H", "H", "H", "H", "H", "H", "C", "C", "C", "C", "C", "C", "C", "C", "N", "H", "H", "H", "H", "H", "H", "C", "Si", "C", "C", "Se", "H", "H", "H", "H", "H", "H", "H", "H", "H"], "positions_angstrom": [[0.294601, 0.668464, 0.593672], [-2.426533, -2.655948, 3.658940], [-2.283507, -1.387456, 2.862423], [-3.093431, -0.197791, 3.390444], [-2.643656, -1.623154, 1.396832], [-3.996460, -1.965117, 1.047297], [-4.421042, -2.154851, -0.238096], [-3.445011, -2.301725, -1.227517], [-2.124869, -1.994528, -1.017698], [-1.177824, -2.197410, -2.143277], [-1.516447, -1.612893, -3.534244], [-0.847197, -3.693131, -2.381547], [-1.744729, -1.660385, 0.334845], [-0.363625, -1.346207, 0.592612], [0.509492, -2.431105, 0.803028], [0.152506, -3.731646, 1.015855], [1.055815, -4.636869, 1.535553], [2.408796, -4.282632, 1.669122], [2.802755, -2.985326, 1.348239], [1.833672, -2.094665, 1.025079], [2.047025, -0.736156, 0.995208], [-2.109969, -2.413269, 4.703133], [-1.736277, -3.485979, 3.424384], [-3.478619, -2.991700, 3.631802], [-1.222306, -1.159305, 2.854458], [-4.161391, -0.419717, 3.326553], [-2.914490, 0.600177, 2.606455], [-2.897798, 0.296180, 4.358524], [-4.763005, -2.031275, 1.855206], [-5.450102, -2.472919, -0.477585], [-3.857852, -2.545037, -2.192851], [-0.245249, -1.738935, -1.836364], [-2.368213, -2.032376, -4.025951], [-0.624059, -1.670537, -4.156725], [-1.692152, -0.514323, -3.409289], [-1.797844, -4.156385, -2.250580], [-0.013922, -4.124773, -1.743183], [-0.471377, -3.751119, -3.390589], [-0.861337, -4.004249, 0.910551], [0.667627, -5.627288, 1.860095], [3.089056, -5.058547, 1.929749], [3.872914, -2.776558, 1.461755], [0.792014, 0.109249, 4.042617], [0.168500, 0.886242, 2.931528], [-0.136960, 2.257565, 3.416138], [-1.292651, 2.776980, 2.539444], [-1.382800, 2.035794, 1.283029], [-2.685530, 2.450785, 0.641391], [0.082443, 0.009478, 4.840478], [1.734000, 0.670791, 4.316527], [1.044099, -0.840151, 3.616703], [0.851001, 2.798816, 3.409388], [-0.489287, 2.279816, 4.458211], [-1.085432, 3.781809, 2.342391], [-2.180814, 2.605031, 3.105283], [-2.664009, 3.504153, 0.378218], [-3.452801, 2.274088, 1.381894], [-2.786797, 1.890603, -0.224581], [-0.000208, 1.119003, -1.526822], [1.107074, 0.875417, -2.471243], [1.889966, -0.252070, -2.317683], [2.710749, -0.706241, -3.361191], [2.848428, -0.032801, -4.557705], [2.119504, 1.145825, -4.670086], [1.214604, 1.527101, -3.752613], [3.924457, -0.335063, -5.496779], [4.749851, -0.591922, -6.199692], [-0.836570, 0.537561, -1.888541], [-0.342692, 2.176190, -1.579396], [1.911295, -0.846812, -1.399818], [3.225019, -1.645000, -3.265473], [2.116823, 1.746634, -5.527254], [0.701096, 2.440469, -3.948050], [3.666038, 5.340821, 0.279349], [2.669586, 4.095694, -0.709734], [0.988281, 4.825299, -1.109492], [3.601521, 3.160869, -2.079423], [2.225136, 2.420493, 0.926399], [3.986958, 6.226575, -0.277476], [4.460376, 4.813701, 0.764097], [2.954013, 5.620052, 1.026840], [1.039445, 5.498155, -1.932575], [0.609493, 5.385168, -0.231925], [0.317422, 3.979967, -1.283599], [3.671956, 3.799125, -2.997395], [3.346386, 2.192845, -2.367408], [4.625051, 3.090361, -1.690291]], "forces_ev_per_angstrom": [[0.0, 0.3, 0.9], [0.0, -0.4, 1.6], [0.7, -0.1, -0.8], [-0.1, 1.3, -1.5], [-1.8, -0.9, -0.9], [-0.2, 1.0, 1.9], [0.3, -1.5, -0.1], [-1.3, 1.0, -0.1], [-0.6, -0.3, 1.1], [1.8, -0.3, -0.6], [0.4, 2.0, 1.4], [1.2, 0.6, 0.9], [0.7, 0.4, -0.7], [0.7, 0.1, -0.3], [-0.1, 1.7, 0.3], [0.0, -0.7, 0.6], [0.4, -0.6, 0.2], [-1.6, -0.2, -0.7], [1.6, -0.8, 0.8], [-0.7, -0.9, -0.1], [0.6, 0.9, -0.2], [-0.7, -0.2, -0.4], [-0.4, 0.4, -0.6], [0.5, -0.1, 0.3], [0.1, 0.3, 0.1], [0.0, 0.0, 0.2], [-0.4, -0.7, 0.9], [0.3, -0.8, -0.2], [0.7, 0.2, -0.6], [0.5, 0.5, 0.3], [0.5, -0.2, -0.5], [0.3, 0.3, -0.1], [-0.5, -0.5, -0.2], [-0.1, -0.3, -0.1], [-0.2, -0.7, -0.3], [-0.4, -1.3, -0.1], [-1.3, 0.5, -0.3], [-0.1, -0.4, -0.4], [-1.0, -0.3, -0.1], [0.6, 0.7, -0.5], [0.7, -0.1, 0.3], [-0.6, 0.5, -0.1], [1.1, 1.7, -1.5], [-0.3, 0.6, 2.0], [1.0, -0.7, -0.5], [1.7, -1.8, 0.3], [-1.1, 0.9, -0.1], [1.5, 0.6, 1.6], [-0.3, 0.0, 0.4], [-1.1, -0.7, 0.0], [0.2, -0.6, -0.1], [-1.2, -0.2, -0.5], [0.1, -0.6, -0.3], [-0.2, 1.7, -0.5], [-0.9, 0.1, 0.0], [0.3, 0.1, 0.1], [-0.3, -0.2, -0.1], [-0.3, -1.3, -1.5], [-0.5, 1.5, 0.4], [-0.2, -0.4, -2.0], [0.7, -0.4, -0.5], [0.1, -0.6, 0.2], [0.9, 0.7, 0.4], [-0.1, -0.6, -0.7], [-0.3, -0.1, 2.9], [-4.4, 0.8, 3.4], [3.6, -1.0, -3.0], [-0.6, -0.3, -0.1], [0.1, -0.4, -0.1], [-0.2, 0.2, -0.3], [0.3, -0.2, 0.3], [0.6, 0.6, -1.4], [-0.7, 0.4, 0.1], [-0.5, -0.5, -1.1], [-0.1, -1.0, 0.1], [0.1, -0.6, 1.1], [1.0, 2.8, 0.2], [0.0, 0.0, -0.2], [0.1, -0.2, 0.1], [0.8, 0.0, 0.2], [-0.4, 0.5, 0.7], [-0.2, 0.5, -0.9], [0.2, -0.3, -0.4], [-0.1, 0.4, -0.3], [-0.1, -0.4, 0.6], [-0.9, -1.4, -0.2], [0.0, 0.1, 0.0]], "mulliken_charge": [0.60, -1.54, 1.88, -0.86, 0.64, -0.71, -1.38, -0.66, 0.62, 1.88, -1.67, -1.47, -0.82, 2.10, 1.93, -1.37, -0.90, -0.78, -1.27, -0.35, -0.03, 0.47, 0.27, 0.31, -0.97, 0.35, -0.05, 0.41, 0.31, 0.35, 0.39, -0.74, 0.46, 0.41, 0.35, 0.38, 0.22, 0.53, 0.88, 0.41, 0.46, 0.53, -1.07, 0.16, -0.95, -0.73, 0.04, -1.19, 0.35, 0.27, 0.27, 0.38, 0.51, 0.42, 0.58, 0.30, 0.52, 0.25, -0.91, 0.85, -0.05, -0.69, 0.18, -0.61, -0.95, -0.30, -0.43, 0.15, 0.18, 0.43, 0.50, 0.58, 0.45, -1.10, 0.58, -0.72, -0.90, -0.58, 0.37, 0.35, 0.27, 0.45, 0.29, 0.01, 0.30, 0.25, 0.39], "homo_lumo_gap_ha": 0.303, "total_charge": 1, "total_energy_ev": -119285.80028, "de_lowest_kcal_mol": 37.8, "homo_ev": -10.900}